Arrangement one

{
  "formula": "C6H11N",
  "method": "ωB97M-V/def2-TZVPD",
  "molar_mass_da": 97.16,
  "homo_ha": -0.2390,
  "lumo_ev": -2.13,
  "total_charge": 0,
  "symbols": ["C", "C", "N", "C", "C", "C", "C", "H", "H", "H", "H", "H", "H", "H", "H", "H", "H", "H"],
  "positions_angstrom": [[-0.94, -1.78, 0.86], [-0.91, -0.20, 0.95], [1.53, -1.02, -1.43], [1.40, -0.12, -0.29], [0.00, 0.38, -0.10], [-0.14, 2.10, 0.35], [-0.36, 1.51, -0.98], [-1.95, -2.17, 0.65], [-0.38, -2.06, -0.10], [-1.86, 0.16, 0.66], [-0.70, 0.14, 1.94], [2.56, -1.19, -1.74], [-0.55, -2.26, 1.75], [1.93, -0.53, 0.71], [1.99, 0.76, -0.39], [-0.38, 3.15, 0.25], [-1.54, 1.50, -1.30], [0.30, 1.65, -1.79]]
}

Arrangement two

{
  "formula": "C6H11N",
  "method": "ωB97M-V/def2-TZVPD",
  "molar_mass_da": 97.16,
  "homo_ha": -0.3383,
  "lumo_ev": 1.02,
  "smiles": "C=C/N=C(\\C)CC",
  "total_charge": 0,
  "symbols": ["C", "C", "C", "C", "C", "C", "N", "H", "H", "H", "H", "H", "H", "H", "H", "H", "H", "H"],
  "positions_angstrom": [[1.29, 0.77, -1.08], [-1.00, -0.71, -1.25], [0.82, 2.19, -0.88], [0.14, -0.32, -0.37], [-0.53, -1.48, 1.58], [-0.66, -1.35, 2.89], [0.54, -0.58, 0.79], [1.33, 0.49, -2.13], [2.27, 0.59, -0.62], [-1.06, -2.26, 1.05], [-0.99, -0.13, -2.17], [-0.93, -1.77, -1.50], [-1.94, -0.51, -0.74], [1.49, 2.90, -1.37], [-0.18, 2.35, -1.29], [0.79, 2.45, 0.19], [-1.25, -2.06, 3.48], [-0.13, -0.57, 3.43]]
}

Ordering by calculated energy gives the sequence arrangement two, arrangement one, with the first entry being the most stable.

Arrangement one

{
  "formula": "C6H11N",
  "method": "ωB97M-V/def2-TZVPD",
  "molar_mass_da": 97.16,
  "homo_ha": -0.2824,
  "lumo_ev": 1.18,
  "smiles": "C[C@@H]1C[C@H]2C[C@H]2N1",
  "total_charge": 0,
  "symbols": ["C", "C", "C", "C", "C", "C", "H", "H", "H", "H", "H", "H", "H", "H", "H", "H", "H", "N"],
  "positions_angstrom": [[2.10, -0.11, 0.46], [0.99, 0.09, -0.50], [-0.06, 1.25, -0.36], [-1.12, 0.66, 0.50], [-2.20, -0.04, -0.18], [-1.06, -0.82, 0.36], [2.88, 0.59, 0.29], [2.64, -1.03, 0.18], [1.82, -0.32, 1.47], [1.47, 0.06, -1.45], [0.55, 2.16, 0.00], [-0.51, 1.50, -1.30], [-1.22, 1.05, 1.64], [-2.21, 0.02, -1.26], [-2.93, -0.35, 0.45], [-1.17, -1.61, 1.10], [0.01, -2.00, -0.86], [0.04, -1.09, -0.53]]
}

Arrangement two

{
  "formula": "C6H11N",
  "method": "ωB97M-V/def2-TZVPD",
  "molar_mass_da": 97.16,
  "homo_ha": -0.3624,
  "lumo_ev": 1.08,
  "smiles": "[H]/N=C1\\CCC[C@H]1C",
  "total_charge": 0,
  "symbols": ["C", "C", "C", "C", "C", "C", "N", "H", "H", "H", "H", "H", "H", "H", "H", "H", "H", "H"],
  "positions_angstrom": [[-1.58, 0.54, -0.20], [-1.47, -0.94, 0.09], [0.00, -1.22, -0.26], [0.79, -0.11, 0.43], [2.22, 0.07, -0.07], [-0.15, 1.05, 0.21], [0.06, 2.29, 0.32], [-2.43, 1.03, 0.32], [-0.91, 2.50, 0.11], [-1.76, 0.75, -1.27], [-1.63, -1.09, 1.17], [-2.17, -1.56, -0.45], [0.32, -2.22, 0.03], [0.13, -1.11, -1.35], [0.82, -0.30, 1.51], [2.79, -0.84, 0.14], [2.24, 0.24, -1.15], [2.72, 0.91, 0.42]]
}

Arrangement three

{
  "formula": "C6H11N",
  "method": "ωB97M-V/def2-TZVPD",
  "molar_mass_da": 97.16,
  "homo_ha": [-0.2152, -0.2430],
  "lumo_ev": [-0.08, 0.87],
  "smiles": "C=C(C)/C(C)=C/N",
  "total_charge": 0,
  "symbols": ["C", "C", "C", "C", "N", "C", "C", "H", "H", "H", "H", "H", "H", "H", "H", "H", "H", "H"],
  "positions_angstrom": [[-0.99, 1.44, 1.26], [0.48, -1.85, -0.61], [-0.19, 0.47, 0.43], [-0.79, -0.55, -0.32], [2.13, 0.96, -0.23], [1.19, 0.38, 0.57], [-1.89, -0.62, -1.06], [3.07, 1.08, 0.11], [1.81, 1.41, -1.08], [1.59, 0.03, 1.51], [-0.37, 2.04, 1.93], [-1.55, 2.13, 0.62], [-1.72, 0.90, 1.87], [1.54, -1.90, -0.39], [0.42, -1.92, -1.69], [-0.02, -2.69, -0.13], [-2.28, -1.57, -1.41], [-2.43, 0.27, -1.38]]
}

Arrangement four

{
  "formula": "C6H11N",
  "method": "ωB97M-V/def2-TZVPD",
  "molar_mass_da": 97.16,
  "homo_ha": -0.2998,
  "lumo_ev": 0.89,
  "total_charge": 0,
  "symbols": ["C", "C", "C", "C", "C", "C", "N", "H", "H", "H", "H", "H", "H", "H", "H", "H", "H", "H"],
  "positions_angstrom": [[-0.40, 1.23, 1.39], [0.02, 1.14, -0.08], [0.21, -0.37, -0.30], [1.25, -0.65, -1.38], [-1.12, -1.05, -0.67], [0.60, -0.94, 1.07], [0.23, 0.00, 1.91], [-0.02, 2.12, 1.90], [0.31, -0.12, 2.91], [-1.49, 1.20, 1.52], [0.98, 1.65, -0.21], [-0.71, 1.59, -0.76], [2.23, -0.26, -1.10], [1.35, -1.72, -1.58], [0.94, -0.16, -2.32], [-1.00, -2.14, -0.75], [-1.90, -0.86, 0.08], [-1.48, -0.67, -1.64]]
}

Ordering by calculated energy gives the sequence arrangement two, arrangement four, arrangement one, arrangement three, with the first entry being the most stable.